This record from the Open Molecules 2025 dataset describes a 8-piece molecular cluster, C39H102N5O12P3 overall at a distorted geometry. The level of theory is ωB97M-V/def2-TZVPD.

Summary:
* largest force on an atom: 3.50 eV/A
* charge: 0
* energy: -3747.94614 Ha

Last columns: bonded neighbours and bond lengths (Å).
Atoms and positions in Å:
1 C 1.40025 -1.38023 1.53250  O2 1.456, H9 1.091, H10 1.149, H11 1.108
2 O 1.09453 -2.45272 0.59714  C1 1.456, P3 1.570
3 P -0.26068 -2.34272 -0.18795  O2 1.570, O4 1.458, O5 1.565, O7 1.647
4 O -0.46006 -3.46105 -1.10209  P3 1.458
5 O -1.42785 -2.15878 0.83847  P3 1.565, C6 1.488
6 C -1.75130 -3.34659 1.67342  O5 1.488, H12 1.101, H13 1.069, H14 1.077
7 O -0.20108 -0.86990 -0.92365  P3 1.647, C8 1.413
8 C 0.27627 -0.82144 -2.25268  O7 1.413, H15 1.095, H16 1.092, H17 1.134
9 H 2.05352 -0.72948 0.94973  C1 1.091
10 H 1.94323 -1.81443 2.44705  C1 1.149
11 H 0.48933 -0.88566 1.92321  C1 1.108
12 H -2.83612 -3.37385 1.86003  C6 1.101
13 H -1.26615 -3.19531 2.61445  C6 1.069
14 H -1.48596 -4.25566 1.16017  C6 1.077
15 H 0.21284 -1.84812 -2.62896  C8 1.095
16 H 1.27269 -0.38717 -2.35915  C8 1.092
17 H -0.45463 -0.25767 -2.91097  C8 1.134
18 C -7.75071 3.78935 4.67566  O19 1.457, H26 1.086, H27 1.112, H28 1.069
19 O -6.45936 3.16044 4.42878  C18 1.457, P20 1.593
20 P -6.04917 1.68007 4.84959  O19 1.593, O21 1.484, O22 1.545, O24 1.589
21 O -7.11381 0.74904 5.29918  P20 1.484
22 O -5.13122 1.24111 3.68754  P20 1.545, C23 1.455
23 C -5.40796 0.24582 2.66243  O22 1.455, H29 1.104, H30 1.096, H31 1.075
24 O -4.96541 1.84183 5.99996  P20 1.589, C25 1.441
25 C -3.66790 2.34436 5.62639  O24 1.441, H32 1.100, H33 1.097, H34 1.085
26 H -8.38257 3.22826 5.35755  C18 1.086
27 H -8.30446 3.75881 3.71238  C18 1.112
28 H -7.57236 4.80949 4.94000  C18 1.069
29 H -4.45967 -0.28519 2.46696  C23 1.104
30 H -5.81999 0.77008 1.79285  C23 1.096
31 H -6.24072 -0.37413 2.94105  C23 1.075
32 H -3.11195 2.54971 6.55309  C25 1.100
33 H -3.81767 3.23692 5.00699  C25 1.097
34 H -3.16540 1.51828 5.13311  C25 1.085
35 C -1.64092 -3.40594 -4.11719  O36 1.428, H43 1.094, H44 1.048, H45 1.091
36 O -3.02055 -3.06214 -4.25514  C35 1.428, P37 1.600
37 P -3.50877 -1.54201 -4.15243  O36 1.600, O38 1.511, O39 1.638, O41 1.601
38 O -5.00429 -1.46951 -4.35918  P37 1.511
39 O -2.97004 -1.03523 -2.69037  P37 1.638, C40 1.439
40 C -3.59494 -1.41527 -1.45099  O39 1.439, H46 1.089, H47 1.092, H48 1.121
41 O -2.56397 -0.64513 -5.08271  P37 1.601, C42 1.420
42 C -2.92932 -0.71484 -6.45306  O41 1.420, H49 1.067, H50 1.115, H51 1.101
43 H -1.71210 -4.40870 -4.54916  C35 1.094
44 H -1.28961 -3.36061 -3.13056  C35 1.048
45 H -1.11323 -2.68467 -4.74340  C35 1.091
46 H -2.98201 -1.00345 -0.65014  C40 1.089
47 H -3.70556 -2.49294 -1.31256  C40 1.092
48 H -4.57190 -0.87200 -1.36903  C40 1.121
49 H -2.88158 -1.73548 -6.75930  C42 1.067
50 H -2.17756 -0.21379 -7.10698  C42 1.115
51 H -3.91767 -0.24037 -6.55935  C42 1.101
52 C 2.67307 1.35925 -5.75940  C53 1.525, H59 1.139, H60 1.081, H61 1.075
53 C 1.54323 1.48519 -4.74267  C52 1.525, N54 1.411, H62 1.058, H63 1.136
54 N 1.03361 2.78158 -4.52050  C53 1.411, C55 1.450, C57 1.468
55 C 0.09680 2.78907 -3.41344  N54 1.450, C56 1.478, H64 1.068, H65 1.067
56 C -0.48159 4.08053 -2.98670  C55 1.478, H66 1.099, H67 1.072, H68 1.119
57 C 0.50192 3.54391 -5.65734  N54 1.468, C58 1.555, H69 1.074, H70 1.051
58 C -0.85434 3.05240 -6.23768  C57 1.555, H71 1.089, H72 1.073, H73 1.134
59 H 3.04868 0.28374 -5.78055  C52 1.139
60 H 3.44765 2.07235 -5.51535  C52 1.081
61 H 2.33694 1.50705 -6.76922  C52 1.075
62 H 0.86017 0.73488 -5.04078  C53 1.058
63 H 2.06985 1.21616 -3.77247  C53 1.136
64 H -0.74399 2.16483 -3.62286  C55 1.068
65 H 0.55175 2.50255 -2.49231  C55 1.067
66 H -1.24875 4.56674 -3.60511  C56 1.099
67 H -0.89388 3.93448 -2.00845  C56 1.072
68 H 0.27449 4.88319 -2.79652  C56 1.119
69 H 1.14867 3.45836 -6.50995  C57 1.074
70 H 0.43197 4.53746 -5.32182  C57 1.051
71 H -1.43246 3.84152 -6.71580  C58 1.089
72 H -1.43545 2.46977 -5.54982  C58 1.073
73 H -0.55439 2.32048 -7.04984  C58 1.134
74 C 4.70803 -5.96797 -2.65942  C75 1.520, H81 1.088, H82 1.057, H83 1.077
75 C 3.89951 -4.68213 -2.59521  C74 1.520, N76 1.442, H84 1.054, H85 1.118
76 N 3.68255 -4.02020 -3.85728  C75 1.442, C77 1.402, C79 1.466
77 C 2.81174 -2.93220 -3.70008  N76 1.402, C78 1.585, H86 1.060, H87 1.080
78 C 2.10138 -2.35816 -4.99603  C77 1.585, H88 1.102, H89 1.112, H90 1.101
79 C 4.86053 -3.58570 -4.61355  N76 1.466, C80 1.536, H91 1.087, H92 1.102
80 C 5.59758 -2.36516 -4.04218  C79 1.536, H93 1.109, H94 1.107, H95 1.083
81 H 4.60551 -6.32924 -1.63859  C74 1.088
82 H 5.74891 -5.79136 -2.71789  C74 1.057
83 H 4.22500 -6.67661 -3.31050  C74 1.077
84 H 2.89955 -4.84717 -2.30758  C75 1.054
85 H 4.41325 -4.05478 -1.82515  C75 1.118
86 H 1.98238 -3.26504 -3.13053  C77 1.060
87 H 3.23561 -2.12124 -3.12694  C77 1.080
88 H 2.78269 -1.84015 -5.69049  C78 1.102
89 H 1.65582 -3.20316 -5.56502  C78 1.112
90 H 1.22152 -1.78276 -4.66870  C78 1.101
91 H 4.52778 -3.43313 -5.63696  C79 1.087
92 H 5.53142 -4.45681 -4.68929  C79 1.102
93 H 5.29934 -1.34195 -4.35029  C80 1.109
94 H 6.63793 -2.36960 -4.42137  C80 1.107
95 H 5.68114 -2.41245 -2.96333  C80 1.083
96 C -0.38756 2.47115 0.60453  C97 1.476, H103 1.051, H104 1.067, H105 1.068
97 C -1.69634 1.95240 1.04855  C96 1.476, N98 1.436, H106 1.089, H107 1.130
98 N -2.87756 2.56316 0.50736  C97 1.436, C99 1.487, C101 1.470
99 C -3.17050 2.14449 -0.88932  N98 1.487, C100 1.501, H108 1.087, H109 1.093
100 C -4.62497 2.33253 -1.20720  C99 1.501, H110 1.112, H111 1.066, H112 1.138
101 C -2.97306 4.00962 0.74932  N98 1.470, C102 1.518, H113 1.071, H114 1.069
102 C -2.80673 4.38669 2.21067  C101 1.518, H115 1.090, H116 1.084, H117 1.130
103 H 0.40206 1.93445 1.04498  C96 1.051
104 H -0.38023 3.47298 0.97189  C96 1.067
105 H -0.36727 2.38207 -0.45923  C96 1.068
106 H -1.66514 0.89197 0.80475  C97 1.089
107 H -1.76881 2.02584 2.17374  C97 1.130
108 H -2.54525 2.70146 -1.58246  C99 1.087
109 H -2.85512 1.10453 -1.00554  C99 1.093
110 H -5.00390 3.36220 -1.02858  C100 1.112
111 H -4.76945 2.00782 -2.21195  C100 1.066
112 H -5.33322 1.75480 -0.52909  C100 1.138
113 H -3.93075 4.39190 0.45826  C101 1.071
114 H -2.22800 4.51124 0.16875  C101 1.069
115 H -1.97012 3.96995 2.77164  C102 1.090
116 H -3.63249 4.00371 2.80002  C102 1.084
117 H -2.74939 5.49433 2.42582  C102 1.130
118 C 4.05364 2.06105 1.28401  C119 1.537, H125 1.132, H126 1.104, H127 1.084
119 C 4.86209 0.85052 0.78964  C118 1.537, N120 1.427, H128 1.042, H129 1.122
120 N 4.53935 -0.35749 1.47780  C119 1.427, C121 1.454, C123 1.469
121 C 4.70807 -0.22978 2.91674  N120 1.454, C122 1.511, H130 1.105, H131 1.132
122 C 5.86248 0.58746 3.44962  C121 1.511, H132 1.065, H133 1.092, H134 1.105
123 C 5.36522 -1.45541 0.95905  N120 1.469, C124 1.534, H135 1.085, H136 1.056
124 C 4.90163 -2.90582 1.14521  C123 1.534, H137 1.173, H138 1.116, H139 1.082
125 H 2.95566 1.78683 1.26777  C118 1.132
126 H 4.06270 2.84227 0.50460  C118 1.104
127 H 4.22391 2.52044 2.25095  C118 1.084
128 H 4.74111 0.63012 -0.22139  C119 1.042
129 H 5.93079 1.06274 1.05601  C119 1.122
130 H 3.77823 0.12910 3.39465  C121 1.105
131 H 4.91610 -1.27356 3.30323  C121 1.132
132 H 5.91578 0.43662 4.50269  C122 1.065
133 H 6.78478 0.26293 2.96408  C122 1.092
134 H 5.86761 1.67817 3.27148  C122 1.105
135 H 6.39912 -1.48803 1.28699  C123 1.085
136 H 5.43930 -1.24872 -0.07436  C123 1.056
137 H 3.88290 -3.16704 0.62507  C124 1.173
138 H 4.80075 -3.18636 2.22063  C124 1.116
139 H 5.65377 -3.56308 0.73020  C124 1.082
140 C 1.13501 1.59726 5.33165  C141 1.519, H147 1.119, H148 1.128, H149 1.072
141 C 0.43148 0.81437 6.42705  C140 1.519, N142 1.406, H150 1.179, H151 1.094
142 N -0.60891 -0.00352 5.95349  C141 1.406, C143 1.457, C145 1.494
143 C -0.23419 -0.83354 4.81583  N142 1.457, C144 1.538, H152 1.078, H153 1.098
144 C 0.86353 -1.86301 5.13451  C143 1.538, H154 1.080, H155 1.116, H156 1.086
145 C -1.16622 -0.78629 7.09757  N142 1.494, C146 1.522, H157 1.091, H158 1.099
146 C -2.44536 -1.49874 6.68326  C145 1.522, H159 1.067, H160 1.079, H161 1.088
147 H 0.38624 2.08624 4.65849  C140 1.119
148 H 1.84324 0.94461 4.74406  C140 1.128
149 H 1.67806 2.44090 5.71014  C140 1.072
150 H 1.26329 0.09971 6.85894  C141 1.179
151 H 0.03891 1.51157 7.17362  C141 1.094
152 H -1.11282 -1.39719 4.54818  C143 1.078
153 H 0.06795 -0.25893 3.93031  C143 1.098
154 H 1.80312 -1.42576 5.43694  C144 1.080
155 H 0.58891 -2.58633 5.93845  C144 1.116
156 H 1.05151 -2.37111 4.19307  C144 1.086
157 H -1.30849 -0.03348 7.87472  C145 1.091
158 H -0.38600 -1.42895 7.52838  C145 1.099
159 H -3.00267 -1.88866 7.50539  C146 1.067
160 H -2.18768 -2.33895 6.05705  C146 1.079
161 H -3.08770 -0.75238 6.21958  C146 1.088